#1
10
Properties=species:S:1:pos:R:3:mulliken_charge:R:1 method="wB97M-V/def2-TZVPD" smiles=C#CC#CCS homo_ev=-9.26 mol_weight_g_mol=96.2 orbital_gap_ev=9.911 multiplicity=1
S -2.843 -0.704 -0.099 -0.212
C -1.680 0.727 0.020 -0.578
C 3.298 -0.632 -0.075 -0.299
C 0.864 0.163 -0.059 0.393
C 2.139 -0.278 -0.042 -0.661
C -0.310 0.404 -0.200 0.221
H -2.009 1.437 -0.821 0.263
H -1.776 1.325 0.970 0.305
H -2.043 -1.691 0.351 0.137
H 4.362 -0.751 -0.045 0.431

***

#2
10
Properties=species:S:1:pos:R:3:mulliken_charge:R:1 method="wB97M-V/def2-TZVPD" smiles="C#C/C=C/C=S" homo_ev="-8.75 / -8.74" mol_weight_g_mol=96.2 orbital_gap_ev="6.917 / 6.898" multiplicity=1
S -0.105 0.776 3.704 -0.208
C 0.293 -0.560 -1.200 -0.291
C 1.108 -1.184 -1.896 -0.003
C -0.009 0.174 1.075 -0.034
C -0.687 0.702 2.153 -0.452
C -0.591 -0.018 -0.282 -0.382
H 1.874 -1.301 -2.735 0.323
H -1.501 0.378 -0.637 0.370
H -1.750 1.063 2.164 0.276
H 0.979 -0.176 1.164 0.400

***

Order of stability, best first: #1, #2

***

#1
23
Properties=species:S:1:pos:R:3:mulliken_charge:R:1 method="wB97M-V/def2-TZVPD" homo_ev=-6.66 mol_weight_g_mol=121.2 orbital_gap_ev=7.424 multiplicity=1
O -1.446 1.400 1.020 -0.459
O 0.506 -0.711 2.082 -0.612
N -1.087 0.998 -0.275 0.060
C -2.562 0.322 -1.109 -0.619
C 2.227 -0.160 0.454 -1.826
C -0.269 1.853 -1.093 -0.903
C 0.851 -0.727 0.697 1.099
C 0.709 -2.153 0.221 -1.625
H -2.500 0.380 -2.195 0.267
H 3.005 -0.726 0.990 0.517
H -0.355 -0.180 -0.123 0.152
H -3.386 0.898 -0.693 0.280
H 0.674 2.030 -0.568 0.245
H -2.573 -0.719 -0.789 0.267
H -0.765 2.798 -1.320 0.349
H 1.380 -2.839 0.759 0.376
H 2.477 -0.166 -0.609 0.337
H -1.046 0.725 1.608 0.407
H 1.285 -0.520 2.626 0.302
H 0.946 -2.226 -0.844 0.316
H -0.320 -2.496 0.364 0.338
H -0.065 1.361 -2.046 0.334
H 2.314 0.860 0.843 0.398

***

#2
23
Properties=species:S:1:pos:R:3:mulliken_charge:R:1 method="wB97M-V/def2-TZVPD" smiles=CC[C@@H](C)N.OCO homo_ev=-8.82 mol_weight_g_mol=121.2 orbital_gap_ev=9.649 multiplicity=1
O 1.507 -0.152 1.117 -0.549
O 2.534 1.062 -0.604 -0.537
N -0.558 1.624 0.121 -0.529
C -1.425 0.556 0.317 -0.092
C 2.637 0.007 0.347 -0.152
C -0.822 -1.032 -0.386 -0.775
C -1.705 0.291 1.779 -1.289
C -0.382 -0.893 -1.840 -1.000
H -0.543 -1.822 -2.398 0.374
H -2.335 0.697 -0.271 0.481
H -0.379 1.858 -0.847 0.320
H 2.901 -0.930 -0.178 0.299
H -2.196 1.164 2.209 0.396
H 0.661 -0.559 0.534 0.028
H -2.365 -0.566 1.894 0.347
H -0.293 -1.836 0.138 0.629
H 0.674 -0.635 -1.924 0.183
H 1.830 0.850 -1.229 0.249
H -1.809 -1.504 -0.383 0.505
H -0.943 -0.109 -2.351 0.257
H 0.316 1.525 0.639 0.320
H 3.469 0.293 0.997 0.255
H -0.778 0.108 2.319 0.282

***

Order of stability, best first: #2, #1

***

#1
14
Properties=species:S:1:pos:R:3:mulliken_charge:R:1 method="wB97M-V/def2-TZVPD" homo_ev=-12.46 mol_weight_g_mol=86.1 orbital_gap_ev=8.440 total_charge=+1 multiplicity=1
O -1.810 -0.602 -1.872 -0.251
N 1.923 -0.317 -0.827 -0.361
C -1.220 0.415 1.357 -1.215
C -1.163 -0.088 -1.070 0.364
C -0.470 0.563 -0.019 0.487
C 0.523 -0.599 -0.084 -0.937
H -0.154 1.690 -0.067 0.399
H 0.432 -1.553 0.400 0.393
H 2.204 0.660 -0.570 0.384
H -0.926 1.178 2.156 0.307
H 2.452 -1.003 -0.366 0.327
H -2.315 0.670 1.176 0.353
H 1.828 -0.419 -1.942 0.389
H -1.302 -0.595 1.729 0.360

***

#2
14
Properties=species:S:1:pos:R:3:mulliken_charge:R:1 method="wB97M-V/def2-TZVPD" smiles="C=[N+]1CC(O)C1" homo_ev=-15.12 mol_weight_g_mol=86.1 orbital_gap_ev=10.340 total_charge=+1 multiplicity=1
O 2.276 -0.081 0.567 -0.488
N -0.865 -0.093 0.123 0.144
C 0.105 1.082 -0.129 -0.694
C 0.118 -1.111 -0.224 -0.758
C 1.212 -0.050 -0.362 0.309
C -2.042 -0.172 0.459 -0.141
H -2.506 -1.222 0.311 0.281
H 0.336 -1.642 0.736 0.372
H -2.562 0.751 0.655 0.319
H -0.195 -1.516 -1.169 0.362
H 1.588 -0.005 -1.483 0.270
H -0.165 1.650 -0.975 0.300
H 2.584 0.823 0.664 0.338
H 0.117 1.586 0.826 0.388

***

Order of stability, best first: #2, #1

***

#1
14
Properties=species:S:1:pos:R:3:mulliken_charge:R:1 method="wB97M-V/def2-TZVPD" smiles="C[N+]1=C(O)CC1" homo_ev=-15.75 mol_weight_g_mol=86.1 orbital_gap_ev=12.230 total_charge=+1 multiplicity=1
O -1.490 -0.641 1.303 -0.416
N 0.276 -0.329 -0.100 0.107
C 1.059 -1.615 0.138 -0.840
C -0.763 1.521 -0.238 -0.504
C -0.750 0.099 0.573 0.427
C 0.493 0.883 -0.920 -0.505
H 1.423 1.346 -0.891 0.371
H -1.670 2.029 -0.636 0.373
H 0.224 0.438 -1.899 0.307
H 1.864 -1.667 -0.602 0.360
H -2.319 -0.325 1.661 0.388
H 1.608 -1.569 1.065 0.339
H 0.444 -2.507 0.065 0.315
H -0.399 2.336 0.482 0.277

***

#2
14
Properties=species:S:1:pos:R:3:mulliken_charge:R:1 method="wB97M-V/def2-TZVPD" homo_ev=-15.45 mol_weight_g_mol=86.1 orbital_gap_ev=11.898 total_charge=+1 multiplicity=1
O -3.919 0.081 -0.474 -0.048
N -0.275 1.068 0.071 -0.286
C 1.550 -0.647 -0.516 -0.364
C -2.910 0.528 -0.424 0.115
C 0.537 -1.256 0.375 -0.796
C 0.854 0.203 0.533 -0.029
H -0.086 1.432 -0.902 0.395
H -0.391 -1.447 0.030 0.267
H -0.258 1.896 0.686 0.362
H 2.624 -0.743 -0.248 0.274
H 1.265 -0.234 -1.540 0.230
H -1.224 0.599 -0.044 0.197
H 0.791 -1.883 1.086 0.314
H 1.442 0.401 1.366 0.369

***

Order of stability, best first: #1, #2

***

#1
13
Properties=species:S:1:pos:R:3:mulliken_charge:R:1 method="wB97M-V/def2-TZVPD" smiles="CC1([NH3+])C=C1" homo_ev=-14.97 mol_weight_g_mol=70.1 orbital_gap_ev=11.356 total_charge=+1 multiplicity=1
N -0.670 1.186 -0.438 -0.417
C -0.742 -1.285 0.124 -1.343
C 1.262 0.194 0.915 -0.162
C 0.125 -0.114 0.035 0.709
C 1.495 -0.070 -0.377 -0.686
H -1.375 0.809 -1.086 0.367
H -0.330 -2.202 -0.377 0.318
H 1.718 0.387 1.884 0.381
H 2.309 0.279 -1.126 0.327
H -1.773 -1.074 -0.098 0.435
H -0.889 -1.612 1.235 0.315
H 0.088 1.834 -0.935 0.435
H -1.216 1.668 0.243 0.322

***

#2
13
Properties=species:S:1:pos:R:3:mulliken_charge:R:1 method="wB97M-V/def2-TZVPD" homo_ev=-15.52 mol_weight_g_mol=70.1 orbital_gap_ev=10.359 total_charge=+1 multiplicity=1
N -0.161 1.239 0.243 -0.041
C 0.123 -0.387 -1.587 -0.239
C -0.099 0.338 1.427 -1.048
C 0.029 0.926 -0.925 0.115
C 0.169 -1.495 -0.813 -0.583
H -0.444 0.920 2.409 0.301
H 0.071 -2.407 -1.363 0.264
H -0.072 -0.247 -2.668 0.321
H 0.503 -1.502 0.210 0.365
H -0.406 2.254 0.560 0.365
H 0.882 -0.130 1.658 0.417
H -0.770 -0.616 1.350 0.397
H 0.037 1.719 -1.649 0.367

***

Order of stability, best first: #2, #1

***

#1
13
Properties=species:S:1:pos:R:3:mulliken_charge:R:1 method="wB97M-V/def2-TZVPD" homo_ev="-14.88 / -14.89" mol_weight_g_mol=70.1 orbital_gap_ev="9.063 / 9.079" total_charge=+1 multiplicity=1
N 0.466 0.204 0.012 0.202
C -1.956 0.189 -0.026 -0.484
C 0.019 1.395 -0.057 -0.174
C 1.776 -0.225 -0.008 -0.781
C -0.714 -0.739 -0.010 -0.348
H 2.054 -0.699 -0.862 0.354
H 0.607 2.352 0.109 0.280
H -0.866 -1.269 -0.964 0.283
H -2.238 0.297 0.985 0.320
H 2.424 0.590 0.211 0.322
H -2.527 0.292 -0.989 0.310
H 1.772 -0.911 0.783 0.350
H -0.817 -1.474 0.818 0.366

***

#2
13
Properties=species:S:1:pos:R:3:mulliken_charge:R:1 method="wB97M-V/def2-TZVPD" smiles=C#C[NH+](C)C homo_ev="-14.42 / -14.42" mol_weight_g_mol=70.1 orbital_gap_ev="9.176 / 9.175" total_charge=+1 multiplicity=1
N 0.434 -0.268 0.108 -0.007
C 0.123 1.101 0.777 -0.951
C -2.142 -1.305 0.767 -0.340
C -0.692 -1.049 0.141 0.104
C 0.926 -0.093 -1.318 -0.743
H -3.057 -1.805 1.003 0.384
H 0.937 1.663 1.126 0.346
H 1.159 -0.583 0.716 0.344
H -0.357 0.722 1.649 0.443
H 0.688 -0.947 -1.866 0.416
H 2.062 0.170 -1.374 0.327
H 0.352 0.753 -1.772 0.307
H -0.433 1.641 0.044 0.370

***

#3
13
Properties=species:S:1:pos:R:3:mulliken_charge:R:1 method="wB97M-V/def2-TZVPD" homo_ev=-14.75 mol_weight_g_mol=70.1 orbital_gap_ev=8.290 total_charge=+1 multiplicity=1
N -1.338 -0.833 1.164 -0.408
C -1.407 0.146 0.182 -0.505
C 2.315 0.489 0.021 -0.761
C -0.056 0.163 -0.981 -0.326
C 1.179 0.358 -0.531 0.557
H -1.606 -1.745 0.856 0.285
H -2.498 -0.053 -0.236 0.337
H -0.363 -0.893 1.621 0.279
H 3.276 0.403 -0.451 0.285
H -0.307 0.902 -1.789 0.331
H -1.514 1.226 0.513 0.315
H 2.489 0.687 1.016 0.310
H -0.170 -0.848 -1.385 0.302

***

Order of stability, best first: #3, #1, #2